A structure of composition C28H63BN8NbO7 in a non-equilibrium geometry, computed with ωB97M-V with the def2-TZVPD basis set.

As for the net charge: -1. The energy comes out at -58535.71031 eV. Its strongest force on any atom is 3.3 eV Å⁻¹. As for the HOMO energy: -3.791 eV.

CARTESIAN COORDINATES (ANGSTROEM)
C 1.980 1.752 5.188
N 0.772 1.864 4.357
C -0.471 1.824 5.161
Nb -0.874 -0.366 5.673
C -0.567 -1.119 3.535
C 0.707 -1.867 3.201
C 1.496 -1.339 2.186
C 2.656 -1.917 1.745
C 3.095 -3.085 2.327
C 2.337 -3.628 3.331
C 1.165 -3.054 3.775
C 0.394 -3.771 4.852
B -3.193 -0.221 5.167
N -3.610 0.772 4.180
O -4.210 -1.039 5.722
H 2.420 0.755 5.105
H 1.728 1.870 6.251
H 2.692 2.534 4.903
H 0.795 2.714 3.809
H -0.427 2.467 6.062
H -1.286 2.241 4.547
H 0.854 -0.759 6.208
H -1.199 0.185 7.407
H -1.323 -2.042 6.283
H -1.450 -1.680 3.189
H -0.543 -0.205 2.920
H 1.175 -0.417 1.707
H 3.184 -1.439 0.924
H 4.006 -3.533 1.940
H 2.675 -4.563 3.775
H 0.494 -3.268 5.817
H 0.762 -4.796 4.979
H -0.668 -3.815 4.600
H -4.332 0.312 3.608
H -2.831 0.893 3.533
H -4.171 -1.879 5.249
C 3.586 -0.172 -3.250
C 3.957 0.138 -1.818
O 4.178 -0.749 -1.003
N 4.035 1.439 -1.463
C 3.801 2.612 -2.297
H 3.563 -1.250 -3.381
H 2.599 0.231 -3.480
H 4.325 0.248 -3.935
H 4.287 1.577 -0.496
H 4.711 3.219 -2.313
H 2.996 3.196 -1.863
H 3.537 2.338 -3.303
C 0.010 4.830 -4.689
C 0.750 3.542 -4.427
O 1.843 3.521 -3.871
N 0.165 2.388 -4.825
C -1.115 2.197 -5.494
H 0.603 5.658 -4.314
H -0.146 4.968 -5.760
H -0.951 4.828 -4.173
H 0.715 1.571 -4.614
H -1.745 1.562 -4.868
H -0.944 1.692 -6.442
H -1.620 3.141 -5.670
C -0.793 -1.105 -9.477
C -1.086 -0.825 -8.023
O -1.611 0.218 -7.656
N -0.745 -1.776 -7.117
C -0.118 -3.064 -7.355
H -1.121 -0.257 -10.070
H 0.278 -1.245 -9.630
H -1.332 -1.993 -9.810
H -0.969 -1.524 -6.167
H -0.774 -3.855 -6.989
H 0.825 -3.111 -6.809
H 0.074 -3.222 -8.411
C -7.007 0.367 1.485
C -6.263 -0.918 1.756
O -5.184 -0.932 2.323
N -6.836 -2.081 1.345
C -8.101 -2.266 0.661
H -6.423 1.198 1.872
H -7.147 0.508 0.412
H -7.976 0.359 1.987
H -6.284 -2.897 1.559
H -8.748 -2.904 1.267
H -7.924 -2.758 -0.297
H -8.600 -1.319 0.487
C -2.711 7.155 2.063
C -2.147 5.805 1.681
O -1.603 5.618 0.601
N -2.266 4.803 2.584
C -2.878 4.845 3.903
H -2.541 7.850 1.246
H -3.784 7.083 2.243
H -2.213 7.537 2.955
H -1.871 3.929 2.271
H -2.129 4.570 4.646
H -3.689 4.116 3.934
H -3.268 5.832 4.130
C 6.389 -3.323 -1.833
C 6.889 -4.675 -2.276
O 7.400 -4.859 -3.372
N 6.751 -5.707 -1.400
C 6.174 -5.681 -0.068
H 6.562 -2.602 -2.626
H 5.319 -3.361 -1.627
H 6.924 -2.993 -0.941
H 7.104 -6.582 -1.753
H 6.924 -6.005 0.656
H 5.330 -6.371 -0.027
H 5.831 -4.687 0.198